{
  "formula": "C18H58N3O13",
  "method": "wB97M-V/def2-TZVPD",
  "species": ["N", "H", "H", "H", "H", "C", "C", "C", "O", "C", "N", "H", "H", "H", "H", "H", "H", "H", "H", "H", "H", "H", "C", "C", "C", "O", "C", "N", "H", "H", "H", "H", "H", "H", "H", "H", "H", "H", "H", "O", "H", "H", "C", "C", "O", "O", "H", "H", "H", "H", "H", "H", "C", "C", "O", "O", "H", "H", "H", "H", "H", "H", "C", "C", "O", "O", "H", "H", "H", "H", "H", "H", "C", "C", "O", "O", "H", "H", "H", "H", "H", "H", "C", "C", "O", "O", "H", "H", "H", "H", "H", "H"],
  "xyz": [[-30.484, 14.846, -22.584], [-30.893, 14.568, -21.704], [-30.745, 14.089, -23.200], [-29.498, 15.013, -22.448], [-30.932, 15.692, -22.907], [-26.309, 16.134, -21.025], [-26.619, 14.702, -21.239], [-27.289, 14.007, -20.000], [-26.416, 14.018, -18.849], [-27.019, 13.551, -17.680], [-27.576, 14.755, -22.289], [-27.167, 16.805, -20.977], [-25.716, 16.446, -21.885], [-25.597, 16.174, -20.200], [-25.663, 14.202, -21.393], [-27.419, 12.961, -20.279], [-28.269, 14.414, -19.752], [-27.782, 14.309, -17.500], [-26.156, 13.314, -17.058], [-27.579, 12.629, -17.837], [-27.992, 13.876, -22.560], [-27.347, 15.405, -23.028], [-32.368, 13.840, -27.636], [-33.275, 12.866, -26.977], [-33.184, 11.488, -27.664], [-33.666, 11.390, -29.083], [-34.862, 12.052, -29.310], [-32.897, 12.834, -25.557], [-32.337, 13.597, -28.698], [-31.355, 13.555, -27.352], [-32.691, 14.877, -27.537], [-34.270, 13.307, -26.918], [-33.572, 10.699, -27.020], [-32.127, 11.234, -27.748], [-35.279, 12.165, -30.310], [-35.046, 13.020, -28.843], [-35.621, 11.396, -28.884], [-33.627, 12.506, -24.941], [-32.726, 13.809, -25.356], [-31.579, 15.662, -25.171], [-32.002, 16.431, -24.789], [-31.306, 15.946, -26.043], [-30.672, 11.454, -23.914], [-29.720, 11.097, -22.727], [-29.666, 12.092, -21.755], [-30.489, 12.771, -24.321], [-31.651, 11.313, -23.457], [-30.420, 10.838, -24.778], [-28.732, 11.200, -23.176], [-29.987, 10.127, -22.309], [-30.112, 11.734, -20.985], [-31.118, 12.940, -25.025], [-30.806, 16.548, -19.000], [-31.624, 17.788, -18.754], [-33.003, 17.503, -18.897], [-31.177, 15.979, -20.228], [-30.785, 15.885, -18.135], [-29.779, 16.903, -19.090], [-31.338, 18.372, -19.630], [-31.327, 18.395, -17.899], [-33.330, 16.804, -18.326], [-32.136, 16.020, -20.242], [-28.518, 16.010, -26.138], [-28.758, 17.213, -27.087], [-30.107, 17.480, -27.231], [-28.377, 16.454, -24.777], [-27.739, 15.338, -26.499], [-29.334, 15.289, -26.100], [-28.367, 17.033, -28.089], [-28.217, 18.095, -26.746], [-30.301, 18.152, -27.888], [-27.566, 16.969, -24.774], [-30.669, 18.487, -23.589], [-29.625, 18.368, -22.501], [-29.927, 19.307, -21.501], [-31.721, 17.674, -23.325], [-30.212, 18.195, -24.535], [-31.074, 19.496, -23.668], [-28.752, 18.671, -23.079], [-29.556, 17.351, -22.113], [-29.064, 19.658, -21.269], [-32.226, 18.128, -22.646], [-34.937, 15.040, -20.637], [-34.340, 14.019, -21.526], [-32.896, 14.037, -21.449], [-34.573, 14.804, -19.200], [-35.983, 15.293, -20.808], [-34.478, 15.977, -20.953], [-34.482, 14.315, -22.565], [-34.868, 13.072, -21.412], [-32.738, 13.578, -20.621], [-35.335, 14.707, -18.624]],
  "atomic_forces_ev_per_a": [[-1.12, 0.27, 0.55], [0.02, 0.48, 0.48], [0.71, -0.70, -1.04], [0.93, -0.16, -0.05], [-0.25, 0.46, 0.00], [1.78, 0.68, 0.45], [-1.13, 0.07, 1.94], [1.46, -0.29, 0.09], [0.25, 0.31, -2.36], [-0.24, -0.15, -1.13], [-1.09, -0.79, -0.54], [-0.05, -0.21, 0.50], [0.04, 0.26, -0.23], [-0.35, 0.64, 0.35], [-0.04, -0.43, -0.45], [-0.33, -0.26, -0.07], [-0.14, 0.43, -0.04], [0.14, 0.08, 1.57], [-0.68, 0.60, 0.86], [0.03, -0.44, -0.16], [0.45, -0.15, -0.53], [-0.06, -0.56, -0.27], [0.41, -0.43, -1.67], [-1.26, -0.09, 0.45], [-0.01, 0.06, -1.06], [1.84, 0.92, 1.55], [-2.74, -0.56, 0.92], [0.72, -0.42, -0.22], [-0.31, 0.28, -0.27], [0.29, 0.76, 0.45], [0.52, -0.06, 0.30], [-0.42, -0.46, -0.95], [-0.75, -0.05, -0.20], [0.13, 0.13, -0.12], [1.37, -0.27, -0.65], [0.72, 0.19, 0.14], [-0.62, 0.06, 0.40], [-0.15, -0.13, -0.07], [-0.10, 0.35, 0.54], [-0.15, -0.65, 0.02], [-0.17, 0.50, 0.36], [0.16, 0.23, -0.42], [0.36, -0.73, 1.61], [0.69, 0.77, -2.62], [-0.87, 0.60, 1.32], [1.20, 0.82, 0.70], [-0.60, -0.18, -0.76], [-0.50, -0.70, 0.30], [0.34, -1.10, 0.02], [0.35, -0.10, -0.27], [0.01, 0.35, 0.28], [-0.70, -0.22, -0.45], [1.14, 0.86, 0.91], [0.23, -0.07, -1.11], [-0.36, 0.51, -0.27], [0.19, -0.39, 0.29], [-0.44, -0.61, -0.12], [0.24, -0.13, -0.14], [-0.48, 0.51, -0.02], [-0.26, -0.39, 0.44], [0.23, -0.15, 0.33], [-0.48, -0.06, -0.15], [-0.77, 0.17, -0.16], [1.13, -0.76, -0.62], [-1.95, -0.11, 0.73], [0.39, -0.34, -0.57], [0.82, 0.57, 0.21], [-0.49, 0.51, -0.21], [0.41, -0.49, -0.02], [0.17, 0.07, 0.48], [0.29, 0.03, -0.05], [0.17, 0.22, 0.24], [1.50, 0.72, -0.45], [-0.16, 0.90, -1.62], [0.54, 0.09, 0.62], [-2.68, -1.82, 0.45], [-0.22, -0.09, -0.09], [0.69, 0.42, -0.05], [0.79, -0.20, 0.62], [0.14, -0.02, -0.07], [-0.20, 0.39, 0.56], [-0.40, -0.31, 0.20], [0.45, 1.51, 1.65], [-0.06, 0.16, -1.39], [-1.25, -0.96, 0.68], [0.01, 0.20, -1.90], [-0.28, -0.86, 0.28], [0.42, 0.29, 0.55], [-0.56, 0.15, -0.02], [0.77, -0.55, 0.23], [0.57, 0.00, 0.36], [-0.32, -0.02, -0.34]],
  "charge": 1,
  "e_homo_ev": -11.517
}